No. 1
{"formula": "C12H15NO2", "method": "ωB97M-V/def2-TZVPD", "e_tot_ha": -671.44551, "homo_ev": -8.47, "lumo_energy_ha": -0.0003, "smiles": "Cc1cc(N(C)C)c(C=O)c(C)c1C=O", "e_above_lowest_kj_mol": 104.5, "elements": ["C", "C", "C", "C", "N", "C", "C", "C", "C", "O", "C", "C", "C", "C", "O", "H", "H", "H", "H", "H", "H", "H", "H", "H", "H", "H", "H", "H", "H", "H"], "xyz": [[-2.860, 0.690, 0.404], [-1.356, 0.492, 0.384], [-0.722, 0.087, 1.543], [0.668, -0.024, 1.623], [1.228, -0.288, 2.856], [1.545, 0.830, 3.759], [1.007, -1.592, 3.453], [1.452, 0.145, 0.475], [2.883, 0.118, 0.662], [3.686, 0.863, 0.070], [0.823, 0.323, -0.764], [1.588, 0.280, -2.057], [-0.594, 0.593, -0.803], [-1.227, 0.925, -2.121], [-2.353, 0.577, -2.443], [-3.231, 0.816, 1.410], [-3.354, -0.177, -0.017], [-3.163, 1.578, -0.190], [-1.265, -0.008, 2.490], [0.645, 1.163, 4.260], [2.253, 0.467, 4.515], [2.042, 1.640, 3.197], [1.838, -2.282, 3.215], [0.116, -2.097, 3.073], [0.937, -1.537, 4.514], [3.308, -0.539, 1.433], [1.018, -0.311, -2.781], [1.751, 1.283, -2.423], [2.561, -0.216, -1.998], [-0.556, 1.289, -2.910]]}

No. 2
{"formula": "C12H15PS", "method": "ωB97M-V/def2-TZVPD", "e_tot_ha": -1205.74483, "homo_ev": -8.46, "lumo_energy_ha": 0.0242, "smiles": "CC1=CC[C@H](C)[P@]1(=S)c1ccccc1", "e_above_lowest_kj_mol": 38.5, "elements": ["C", "C", "C", "C", "C", "C", "P", "S", "C", "C", "C", "C", "C", "C", "H", "H", "H", "H", "H", "H", "H", "H", "H", "H", "H", "H", "H", "H", "H"], "xyz": [[-1.491, -0.992, -2.502], [-1.693, -0.438, -1.187], [-2.364, 0.668, -0.852], [-2.310, 1.284, 0.510], [-1.573, 0.342, 1.495], [-0.359, 0.811, 2.409], [-0.793, -1.191, 0.337], [-1.102, -3.003, 0.821], [0.994, -0.755, 0.010], [1.114, 0.435, -0.685], [2.352, 0.956, -0.948], [3.535, 0.376, -0.345], [3.365, -0.824, 0.231], [2.081, -1.458, 0.373], [-0.505, -0.700, -2.727], [-2.309, -0.666, -3.179], [-1.531, -2.096, -2.369], [-2.886, 1.267, -1.659], [-1.947, 2.248, 0.509], [-3.362, 1.450, 0.895], [-2.246, -0.060, 2.144], [0.494, 0.731, 1.836], [-0.339, 0.141, 3.304], [-0.415, 1.738, 2.959], [0.215, 0.977, -0.882], [2.381, 1.753, -1.594], [4.495, 0.735, -0.503], [4.097, -1.300, 0.849], [2.101, -2.428, 0.751]]}

No. 3
{"formula": "C12H16AuN3O6PS2Te", "method": "ωB97M-V/def2-TZVPD", "charge": -1, "e_tot_ha": -2624.07363, "homo_ev": [-5.38, -5.21], "s2": 2.008, "lumo_energy_ha": [0.0809, 0.0080], "e_above_lowest_kj_mol": 24.9, "spin_multiplicity": 3, "elements": ["Au", "O", "S", "O", "O", "C", "C", "C", "C", "C", "C", "S", "O", "O", "O", "H", "H", "H", "H", "Te", "C", "N", "C", "N", "C", "N", "C", "P", "C", "C", "H", "H", "H", "H", "H", "H", "H", "H", "H", "H", "H", "H"], "xyz": [[-0.116, 1.393, 2.287], [-4.278, -0.253, 3.383], [-3.250, 0.619, 2.879], [-3.608, 2.048, 2.882], [-1.922, 0.415, 3.475], [-3.172, 0.235, 1.102], [-3.953, 1.089, 0.319], [-4.175, 0.838, -1.026], [-3.639, -0.295, -1.611], [-2.846, -1.146, -0.857], [-2.595, -0.897, 0.491], [-1.416, -2.026, 1.257], [-1.049, -2.950, 0.192], [-2.031, -2.600, 2.418], [-0.270, -1.126, 1.567], [-4.388, 1.955, 0.799], [-4.779, 1.525, -1.609], [-3.832, -0.519, -2.654], [-2.399, -2.028, -1.295], [-1.487, 3.587, 1.834], [2.464, -1.412, -1.569], [3.310, -1.204, -0.391], [4.177, -0.054, -0.629], [3.458, 1.170, -0.975], [2.612, 0.897, -2.136], [1.698, -0.224, -1.951], [0.650, 0.057, -0.965], [1.337, 0.379, 0.729], [2.508, -1.062, 0.828], [2.632, 1.610, 0.162], [1.769, -2.228, -1.369], [3.112, -1.682, -2.406], [4.842, -0.300, -1.460], [4.778, 0.128, 0.264], [3.265, 0.666, -2.981], [2.032, 1.791, -2.370], [-0.005, -0.808, -0.900], [0.061, 0.918, -1.288], [1.915, -1.959, 0.988], [3.170, -0.924, 1.685], [3.292, 1.836, 1.005], [2.126, 2.542, -0.104]]}

No. 4
{"formula": "C12H16BClF8O7S", "method": "ωB97M-V/def2-TZVPD", "e_tot_ha": -2675.75936, "homo_ev": -9.41, "lumo_energy_ha": 0.0083, "smiles": "CCOB(O)[C@@](S)(CCC(=O)O)OC(=O)Cl.FC(F)C(F)(F)COC(F)(F)C(F)F", "elements": ["C", "C", "O", "B", "O", "C", "S", "C", "C", "C", "O", "O", "O", "C", "O", "Cl", "H", "H", "H", "H", "H", "H", "H", "H", "H", "H", "H", "H", "F", "C", "F", "C", "F", "F", "C", "O", "C", "F", "F", "C", "F", "F", "H", "H", "H", "H"], "xyz": [[3.970, -0.509, -2.470], [3.130, -1.023, -3.634], [1.751, -0.644, -3.540], [0.898, -1.685, -3.322], [0.857, -2.733, -4.212], [-0.038, -1.660, -1.990], [0.771, -0.545, -0.740], [-1.473, -1.165, -2.230], [-1.620, -0.081, -3.323], [-0.913, 1.245, -3.053], [-0.384, 1.780, -3.921], [-0.947, 1.816, -1.844], [0.025, -3.031, -1.461], [-0.895, -3.299, -0.531], [-0.877, -2.984, 0.551], [-2.247, -4.340, -1.076], [3.871, -1.131, -1.580], [3.754, 0.524, -2.201], [5.026, -0.547, -2.745], [3.523, -0.550, -4.533], [3.260, -2.105, -3.683], [1.334, -3.510, -3.899], [1.641, -1.356, -0.106], [-1.812, -0.709, -1.293], [-2.163, -1.968, -2.473], [-2.686, 0.171, -3.347], [-1.398, -0.439, -4.322], [-1.486, 1.290, -1.235], [-2.248, 2.266, 4.846], [-2.767, 2.343, 3.602], [-4.016, 1.816, 3.648], [-1.925, 1.564, 2.594], [-1.946, 0.246, 2.873], [-2.527, 1.709, 1.372], [-0.470, 2.026, 2.426], [0.512, 1.303, 3.145], [0.749, 1.645, 4.461], [0.133, 2.803, 4.772], [2.078, 1.864, 4.573], [0.370, 0.517, 5.422], [-0.929, 0.186, 5.290], [0.564, 0.925, 6.699], [-2.849, 3.395, 3.312], [-0.222, 1.846, 1.381], [-0.360, 3.102, 2.562], [0.981, -0.368, 5.234]]}

No. 5
{"formula": "C12H16BNO5S", "method": "ωB97M-V/def2-TZVPD", "e_tot_ha": -1320.98827, "homo_ev": -8.60, "lumo_energy_ha": 0.0115, "smiles": "O=C(O)C[C@@H]1CC[C@H](NC(=O)Cc2cccs2)B(O)O1", "e_above_lowest_kj_mol": 13.7, "elements": ["O", "C", "O", "C", "C", "C", "C", "C", "N", "C", "O", "C", "C", "C", "C", "C", "S", "B", "O", "O", "H", "H", "H", "H", "H", "H", "H", "H", "H", "H", "H", "H", "H", "H", "H", "H"], "xyz": [[1.033, 0.195, 1.659], [1.289, 1.314, 2.019], [2.531, 1.769, 2.375], [0.249, 2.403, 1.989], [-0.296, 2.653, 0.586], [-1.165, 1.457, 0.105], [-1.283, 1.312, -1.425], [0.082, 1.190, -2.025], [0.790, 0.109, -1.361], [0.446, -1.194, -1.638], [-0.305, -1.446, -2.559], [0.944, -2.255, -0.682], [-0.124, -2.861, 0.146], [-0.807, -3.979, -0.190], [-1.804, -4.364, 0.750], [-1.820, -3.603, 1.862], [-0.722, -2.297, 1.673], [0.990, 2.422, -1.614], [2.076, 2.803, -2.411], [0.714, 2.975, -0.357], [3.189, 1.057, 2.353], [0.734, 3.309, 2.372], [-0.523, 2.178, 2.728], [-0.955, 3.538, 0.611], [-2.152, 1.508, 0.581], [-0.713, 0.609, 0.562], [-1.764, 2.240, -1.772], [-1.918, 0.462, -1.694], [0.067, 0.982, -3.102], [1.236, 0.370, -0.467], [1.409, -3.070, -1.197], [1.740, -1.864, -0.055], [-0.701, -4.491, -1.106], [-2.391, -5.247, 0.670], [-2.439, -3.843, 2.690], [2.364, 3.661, -2.075]]}

No. 6
{"formula": "C12H16BrCdCl3N2O8SSi", "method": "ωB97M-V/def2-TZVPD", "charge": -2, "e_tot_ha": -5988.64087, "homo_ev": -2.06, "lumo_energy_ha": 0.1637, "e_above_lowest_kj_mol": 148.6, "elements": ["Cd", "O", "C", "C", "N", "C", "C", "O", "O", "C", "C", "O", "O", "H", "H", "H", "H", "H", "H", "H", "H", "H", "Cl", "Si", "Cl", "Cl", "C", "S", "O", "O", "O", "H", "H", "H", "Br", "C", "C", "C", "C", "C", "N", "H", "H", "H", "H"], "xyz": [[0.333, 1.292, -0.658], [-0.214, -2.555, 0.636], [-1.005, -3.120, -0.377], [-1.301, -2.249, -1.591], [-1.824, -0.913, -1.334], [-2.628, -0.747, -0.137], [-2.757, 0.722, 0.322], [-3.820, 1.028, 0.872], [-1.757, 1.478, 0.146], [-2.504, -0.378, -2.521], [-1.767, 0.819, -3.089], [-0.568, 0.494, -3.542], [-2.232, 1.933, -3.082], [0.541, -2.074, 0.228], [-1.942, -3.418, 0.100], [-0.540, -4.036, -0.771], [-2.027, -2.846, -2.178], [-0.406, -2.144, -2.211], [-2.131, -1.260, 0.688], [-3.645, -1.155, -0.241], [-3.517, -0.060, -2.263], [-2.561, -1.157, -3.289], [2.850, 3.036, -2.444], [0.812, 1.574, -3.120], [2.186, 0.181, -3.956], [0.471, 2.985, -4.653], [4.126, 0.047, -0.890], [2.822, -0.114, 0.288], [2.416, 1.252, 0.651], [3.319, -0.911, 1.394], [1.700, -0.761, -0.445], [5.038, 0.252, -0.334], [3.881, 0.870, -1.564], [4.198, -0.890, -1.434], [0.392, 3.748, 1.722], [0.357, 2.194, 2.814], [0.723, 2.294, 4.148], [0.699, 1.129, 4.894], [0.316, -0.058, 4.290], [-0.026, -0.034, 2.947], [-0.007, 1.083, 2.223], [1.024, 3.242, 4.568], [0.988, 1.151, 5.939], [0.303, -0.991, 4.835], [-0.314, -0.935, 2.420]]}